# C39H53F5N2O9P3Re

A structure of composition C39H53F5N2O9P3Re at a distorted geometry (ωB97M-V with the def2-TZVPD basis set, the OMol25 dataset).

Calculated values
total charge = +1
spin multiplicity = 2
total energy = -106294.0799 eV
LUMO energy (alpha / beta) = -3.9 / -3.1 eV
F_max = 3.5 eV/Å
<S²> = 1.246

Positions of all 112 atoms, in Å:
Re  -0.18186  -0.42324  -0.13736
P  -2.02512  -2.68975  0.93865
P  3.05558  0.23629  1.22834
P  1.92732  -2.48004  1.55632
F  2.52166  -3.67665  -5.76879
F  -0.08760  -2.81745  -1.91613
F  0.90787  -4.56685  -3.73499
F  3.05319  -0.99512  -5.97556
F  2.11990  0.72583  -4.12881
O  2.44739  -3.97294  1.58352
O  -0.88754  -0.08235  1.80607
O  1.37381  -2.06676  0.24515
O  4.11351  0.21382  0.05174
O  3.65232  1.19320  2.33555
O  1.67674  0.60797  0.81503
O  0.67731  -0.16071  -2.00556
O  -1.86896  -0.89518  -1.45049
O  0.80483  -2.41939  2.64330
N  -1.18494  1.35923  -0.21656
N  -1.52830  1.91190  0.94461
C  -2.38644  -6.70225  1.80151
C  0.70675  -2.37051  -2.91351
C  -3.41942  2.06712  2.99289
C  4.68160  -4.88050  1.39563
C  5.03181  -0.01147  -2.12478
C  -3.17968  -0.70089  -3.41147
C  -4.35458  2.10384  4.00613
C  3.96392  2.58204  2.07678
C  -2.63778  -5.34509  1.71132
C  -2.72615  -2.37729  2.63307
C  1.02418  -0.99529  -2.92269
C  2.02350  -2.90862  4.73644
C  -1.55034  1.98997  -1.33875
C  -2.24217  -0.12027  -2.38551
C  -1.44021  1.06832  1.95031
C  -2.93978  0.72063  5.36778
C  1.20345  -3.26578  -3.84321
C  0.33345  -4.50405  3.79001
C  -1.75197  -4.51066  1.03120
C  3.36103  -4.62341  0.68031
C  3.28504  -1.35900  2.07481
C  -2.00203  0.66876  4.35164
C  2.29374  -1.45456  -4.97675
C  -3.56772  -2.74603  -0.08075
C  -1.27433  -7.24960  1.18495
C  -1.66501  3.48111  -1.34001
C  -1.96039  1.25335  -2.45047
C  -0.42627  -6.43561  0.45562
C  3.83259  0.49753  -1.33948
C  3.49421  3.40493  3.26626
C  3.56045  -3.85009  -0.61041
C  0.73775  -3.04568  3.93759
C  2.01590  -2.81573  -4.88070
C  5.46414  2.71567  1.85903
C  3.60105  1.98450  -1.55503
C  -4.12282  1.42315  5.19085
C  -2.24260  1.33541  3.15264
C  1.80773  -0.57806  -4.02587
C  -0.65516  -5.07149  0.39116
H  4.46921  2.55758  -1.23692
H  -2.16178  -1.58268  3.10567
H  -1.08893  0.10363  4.46834
H  -0.53269  -4.57661  3.13983
H  5.99522  2.43365  2.76441
H  -5.28117  2.63748  3.86075
H  -2.26727  1.79039  -3.33369
H  -3.09610  -1.78252  -3.43043
H  4.26050  -1.75479  1.80340
H  -3.60357  2.56073  2.05327
H  4.01363  3.08671  4.16622
H  -4.87117  1.42732  5.96916
H  1.89344  -3.39642  5.69962
H  -1.07581  -8.30718  1.26353
H  -3.30406  -3.16369  -1.04895
H  -3.95575  -1.74014  -0.22162
H  -3.76589  -2.07029  2.56490
H  -3.52944  -4.94583  2.17333
H  5.92612  0.52675  -1.81823
H  4.50741  -5.38463  2.34235
H  -3.06907  -7.33976  2.34114
H  -0.67514  3.90277  -1.51567
H  5.18353  -1.07415  -1.95318
H  -4.20092  -0.44861  -3.12540
H  5.71249  3.74457  1.61394
H  4.87197  0.15534  -3.18572
H  3.27581  -1.16775  3.14305
H  1.14117  -5.08158  3.34843
H  2.42458  3.28704  3.41622
H  -2.33070  3.82910  -2.12160
H  -2.76532  0.19148  6.29274
H  -2.65813  -3.26724  3.24956
H  5.78837  2.06723  1.05021
H  2.60790  -3.69835  -1.10908
H  2.72647  2.30610  -0.99327
H  2.84367  -3.39238  4.20992
H  3.42160  2.17036  -2.61064
H  2.88422  -5.58730  0.46337
H  5.22150  -3.95470  1.58088
H  4.22199  -4.40394  -1.27145
H  0.01317  -4.42428  -0.15293
H  2.92512  -0.04578  -1.60725
H  4.00119  -2.87584  -0.40380
H  3.42157  2.88855  1.17661
H  5.29804  -5.52136  0.77226
H  -4.31809  -3.37180  0.39768
H  -2.99811  -0.28032  -4.39633
H  -2.00697  3.83536  -0.37051
H  -0.06644  -2.49437  4.43882
H  3.71361  4.45365  3.08604
H  0.40649  -6.86777  -0.07683
H  2.26247  -1.86411  4.91964
H  0.08449  -4.92024  4.76267



# C24H56BF3N3O8PSi2

A structure of composition C24H56BF3N3O8PSi2 at a distorted geometry (ωB97M-V with the def2-TZVPD basis set, the OMol25 dataset).

Calculated values
total charge = 0
total energy = -80524.7536 eV
LUMO energy = 0.0 eV
F_max = 1.4 eV/Å

Positions of all 98 atoms, in Å:
P  -3.56928  -0.13027  2.37015
Si  -1.84506  0.09746  0.95833
Si  -2.62499  2.85811  0.36380
F  -1.63562  -2.57491  0.24739
F  -3.21427  -1.50556  -0.84129
F  -1.12866  -1.14824  -1.31872
O  2.23015  -0.92039  4.19651
O  -5.07469  1.85795  -1.01944
O  -3.42211  -1.63360  2.92446
O  -5.45210  3.55661  0.60651
O  -3.55163  0.82467  3.49001
O  -4.99223  -0.18016  1.63879
O  -0.70355  3.62261  -1.44688
O  -1.75644  1.44563  0.03937
N  0.95523  0.92865  3.70186
N  -5.15621  -3.36372  -4.79665
N  7.46814  -0.27211  1.35657
C  -0.29311  -0.26170  1.94682
C  -0.84282  3.11210  -2.75257
C  -0.28697  2.48688  5.11200
C  -4.35293  -4.54521  -5.04285
C  8.15109  0.77651  0.61965
C  1.01045  2.26422  4.33648
C  0.56526  0.98067  2.28011
C  8.42372  -2.42404  0.34452
C  2.20664  0.23323  3.82676
C  7.92739  -0.48440  2.71623
C  3.50116  0.95809  3.50304
C  -7.38887  -4.58309  -4.50218
C  -6.55811  -3.47131  -5.15747
C  -1.24748  4.39321  2.24806
C  9.67153  0.66303  0.44554
C  -4.87552  -2.73266  -3.51821
C  -4.42322  -5.03013  -6.48325
C  7.22822  -1.50696  0.63021
C  -1.04231  4.19493  -3.82447
C  7.88893  0.77758  3.56399
C  -1.98622  -1.38281  -0.28646
C  -5.19073  -3.51179  -2.23660
C  -1.92817  4.12947  -0.90561
C  -2.32925  3.62524  2.04720
B  -4.59144  2.72418  -0.07552
H  8.06327  -3.39690  0.00450
H  4.11937  0.93729  4.39172
H  -1.76393  3.83962  -4.55543
H  7.26599  -1.22117  3.17983
H  -7.03614  -2.50770  -4.96501
H  -4.80653  -4.53236  -2.26777
H  6.73568  -1.26199  -0.31475
H  -0.43555  3.55228  5.27225
H  -0.26791  1.95562  6.05405
H  -5.45993  0.60064  1.95797
H  -1.65123  2.37841  -2.80669
H  -0.00116  1.87893  2.07263
H  3.33269  1.97068  3.15675
H  -0.40370  4.29985  1.57355
H  -0.58616  -0.70137  2.89906
H  6.89244  1.22197  3.54916
H  8.94221  -0.91041  2.75786
H  -2.65526  4.35340  -1.68668
H  -3.81011  -2.48002  -3.50673
H  -6.86637  -5.54059  -4.49764
H  -6.26071  -3.54951  -2.03503
H  -3.31238  -4.29116  -4.82381
H  10.07653  1.62830  0.13482
H  7.93705  1.72914  1.11104
H  8.13698  0.53592  4.59816
H  -4.72862  -3.01825  -1.38900
H  8.60671  1.52560  3.22536
H  -2.61257  -2.06041  2.62172
H  -4.61513  -5.38023  -4.37376
H  -3.02000  3.54053  2.87912
H  1.16383  3.05817  3.60650
H  1.81832  2.25215  5.06245
H  -4.59431  1.94597  -1.84749
H  -1.43746  5.10494  -3.38807
H  -4.16210  -4.22931  -7.17619
H  -7.66815  -4.33922  -3.47869
H  0.08545  2.59581  -2.97009
H  -6.61944  -3.59754  -6.24160
H  -3.71846  -5.84956  -6.62999
H  -5.41443  -5.40382  -6.74284
H  7.68409  0.86344  -0.36442
H  6.48909  -2.08062  1.19848
H  -0.11583  4.40206  -4.34356
H  -1.20414  5.13414  3.03259
H  10.17371  0.38557  1.37320
H  1.46598  0.96827  1.66527
H  4.00958  0.38977  2.73112
H  9.94535  -0.05830  -0.32250
H  -1.12706  2.15084  4.51213
H  -8.31658  -4.72345  -5.06110
H  0.27670  -1.01935  1.41666
H  -5.34134  3.44038  1.55360
H  -1.67048  5.06130  -0.41287
H  9.03278  -2.59556  1.23226
H  -5.39692  -1.77178  -3.48438
H  9.06238  -2.02837  -0.44385



# C41H78N3PRbS3SbSi3

A structure of composition C41H78N3PRbS3SbSi3 (ωB97M-V with the def2-TZVPD basis set, the OMol25 dataset).

Calculated values
total charge = -2
total energy = -120877.2816 eV
LUMO energy = 3.5 eV
F_max = 0.9 eV/Å

Positions of all 131 atoms, in Å:
Sb  3.53592  2.17995  0.93618
Rb  -0.22976  0.15919  0.29886
S  1.30428  -2.69412  1.96396
S  2.23962  0.03439  2.56707
S  4.10774  -1.93998  1.36368
P  -2.43730  -2.42304  0.00306
Si  4.07189  4.44529  -0.39290
Si  3.91398  3.25906  3.25605
Si  6.01181  1.45593  0.71199
N  1.50063  0.04231  -2.11762
N  1.47930  -0.25965  -4.30086
N  -1.35140  3.00098  0.36376
C  -3.06407  -3.72926  2.55639
C  -4.19147  -3.44820  -1.92347
C  2.61616  5.63248  -0.00631
C  -0.47670  -3.62338  -1.57073
C  -1.85371  -5.34140  -0.28479
C  -3.43462  0.41378  -2.28886
C  -4.38539  -3.42372  3.25805
C  -5.52819  -4.12813  -2.25238
C  0.65785  -4.64376  -1.65420
C  -3.18209  -1.29190  3.96724
C  0.80103  0.18657  -3.21417
C  2.26198  4.06174  3.75753
C  -3.40751  2.21898  -0.79073
C  -5.19321  -1.91367  -0.21376
C  -4.17658  -2.39782  4.38025
C  3.73571  3.83443  -2.17931
C  5.20852  4.66427  3.25488
C  -4.14889  -3.03099  -0.45160
C  1.00099  -0.28216  -5.66189
C  -0.87097  3.59733  -0.87066
C  -6.37599  -2.01000  -1.19008
C  -4.99996  2.20777  -2.61109
C  5.49203  5.71252  -0.68001
C  6.15946  0.30047  -0.78695
C  -2.85383  0.96073  -1.12742
C  -2.47452  -2.47475  1.87324
C  -4.45627  2.81793  -1.48633
C  -0.82720  3.72311  1.50606
C  -3.07962  -1.18289  2.44765
C  6.73948  0.61348  2.24124
C  2.69193  -0.72501  -3.84299
C  -2.81369  2.97715  0.38471
C  -6.69625  -3.47252  -1.49163
C  -4.46129  0.99818  -3.02799
C  2.68521  -0.53344  -2.49061
C  -1.39235  -6.15945  -1.49499
C  -1.30672  -3.89333  -0.30447
C  4.39073  2.09080  4.67263
C  7.21032  2.88934  0.30346
C  2.56696  -1.55543  1.94438
C  0.12514  -6.09591  -1.68910
H  1.66083  5.10197  -0.02896
H  -3.20495  4.01462  0.39332
H  0.60763  -6.68067  -0.90102
H  -5.47405  -5.19110  -1.99713
H  3.90532  1.12511  4.51340
H  7.09134  3.19073  -0.74059
H  -4.06353  -2.55261  -2.53590
H  -0.20011  0.59531  -3.26458
H  -5.10259  -3.03413  2.53062
H  -3.36723  -4.12029  -2.16834
H  -1.50015  -5.84119  0.62192
H  5.79792  6.20298  0.24934
H  -5.80943  2.67423  -3.16322
H  -4.85121  3.78043  -1.16287
H  1.94745  4.79759  3.01164
H  -3.80224  -2.91090  5.27066
H  -6.86202  -3.99369  -0.54313
H  1.28349  -4.44319  -2.52793
H  -1.14063  4.78421  1.50425
H  3.43085  -1.13654  -4.50957
H  -3.20204  -4.54225  1.84173
H  -2.18640  -1.51475  4.35938
H  -5.14214  -1.95812  4.64857
H  2.88520  3.14666  -2.19902
H  -4.82035  -4.33965  3.66970
H  -7.24917  -1.50741  -0.76705
H  -3.11523  2.50208  1.32542
H  7.02367  3.76903  0.92420
H  5.76507  -0.68148  -0.52012
H  -1.70361  -7.20167  -1.36918
H  -4.84887  0.51525  -3.92359
H  1.28458  -4.49352  -0.77196
H  -5.70800  -4.06818  -3.33036
H  -0.04963  -2.62042  -1.50769
H  5.46771  1.91621  4.72180
H  5.16296  6.48991  -1.37580
H  7.19866  0.18779  -1.11190
H  4.95175  5.41227  2.49906
H  -3.49077  -0.33611  4.39773
H  0.35120  -1.14164  -5.83916
H  6.08004  -0.20847  2.52574
H  -1.17467  3.26269  2.43332
H  6.20364  4.28077  3.01484
H  -4.72112  -0.93475  -0.32105
H  -4.40578  -3.90229  0.16332
H  0.26430  3.68856  1.49639
H  0.21959  3.54454  -0.91233
H  -5.57552  -1.98376  0.80794
H  -2.94678  -5.36696  -0.25024
H  8.24972  2.58119  0.45121
H  -1.40218  -2.44323  2.10217
H  3.52945  4.65543  -2.87409
H  -1.88865  -5.79255  -2.39836
H  1.84558  -0.33683  -6.34553
H  1.48980  3.28894  3.80926
H  4.06221  2.48349  5.63897
H  6.82221  1.30205  3.08648
H  -6.12952  -1.48804  -2.11864
H  -1.17824  4.65635  -0.96202
H  -0.59019  -3.78729  0.51530
H  -1.28823  3.04654  -1.71221
H  0.43821  0.62661  -5.87095
H  3.44085  -0.78158  -1.76095
H  7.73149  0.20320  2.02913
H  5.57934  0.68605  -1.63038
H  2.56441  6.45659  -0.72443
H  5.26459  5.16444  4.22601
H  -2.35180  -4.09118  3.30592
H  -2.43869  -0.34312  2.17528
H  4.60421  3.28534  -2.55875
H  -4.06619  -0.97781  2.02601
H  2.72318  6.06640  0.99338
H  0.37640  -6.57641  -2.63941
H  -3.05839  -0.55310  -2.64104
H  -1.10042  -3.64903  -2.47222
H  -7.61959  -3.56181  -2.07087
H  2.30691  4.56133  4.72927
H  6.37951  5.23656  -1.10454